[1]
{
  "formula": "C5H14NO",
  "method": "ωB97M-V/def2-TZVPD",
  "symbols": ["C", "C", "C", "C", "C", "N", "H", "H", "H", "H", "H", "H", "H", "H", "H", "H", "H", "H", "H", "H", "O"],
  "positions_angstrom": [[-2.11478, 0.32570, 0.41433], [-1.33855, 1.65547, 0.26899], [-0.06924, 1.51194, -0.56516], [0.94338, 0.58862, 0.05818], [1.12391, -0.67815, -0.22460], [1.39085, 1.06973, 1.40325], [-2.91306, 0.48539, 1.12914], [-2.49417, 0.03787, -0.56307], [-1.48476, -0.50562, 0.72341], [-1.96828, 2.34911, -0.29540], [-1.14604, 2.05487, 1.26476], [0.40248, 2.48294, -0.70180], [-0.28990, 1.09523, -1.54168], [1.62697, -1.35066, 0.45712], [0.60902, -1.23667, -0.99084], [2.25583, 0.63796, 1.73203], [1.49616, 2.08685, 1.43354], [0.60738, 0.84440, 2.02042], [-0.54333, -3.24763, -1.35143], [0.00126, -4.62778, -1.35859], [0.30956, -3.70850, -1.40600]],
  "forces_ev_per_angstrom": [[0.522, 0.670, -0.349], [-0.490, -0.868, -0.419], [1.024, -0.090, 0.280], [-1.152, 0.064, -0.206], [0.014, -0.968, 0.746], [-0.178, 0.161, -0.202], [-0.257, -0.310, -0.053], [-0.359, 0.010, 0.009], [0.088, -0.005, 0.363], [0.011, 0.150, 0.467], [0.044, 0.367, -0.003], [-0.052, 0.266, -0.242], [-0.121, 0.089, -0.186], [0.480, 0.070, 0.022], [0.194, 0.516, -0.546], [-0.091, -0.119, 0.016], [0.142, -0.017, -0.117], [0.268, -0.012, 0.397], [0.324, 0.000, -0.119], [0.488, 0.110, -0.067], [-0.898, -0.084, 0.210]],
  "lowdin_charge": [-0.08, -0.23, -0.16, -0.30, 0.11, 0.25, 0.08, 0.08, 0.06, 0.12, 0.10, 0.12, 0.13, 0.09, 0.08, 0.18, 0.18, 0.17, 0.03, 0.05, -0.07],
  "largest_force_ha_per_bohr": 0.024,
  "de_lowest_kcal_mol": 40.17,
  "lumo_energy_ha": -0.133,
  "spin_multiplicity": 1,
  "charge": 1
}

=====

[2]
{
  "formula": "C6H12S",
  "method": "ωB97M-V/def2-TZVPD",
  "symbols": ["C", "C", "C", "C", "C", "C", "S", "H", "H", "H", "H", "H", "H", "H", "H", "H", "H", "H", "H"],
  "positions_angstrom": [[-1.12923, -1.04733, 1.36553], [-1.99997, -1.29882, 0.41381], [-0.62051, 0.32310, 1.67760], [0.74384, 0.87295, 1.18517], [0.73055, 1.23864, -0.31436], [1.30980, -0.42051, -2.45736], [0.05882, -0.24644, -1.21210], [-0.69428, -1.77081, 2.05123], [-2.36353, -2.30389, 0.09851], [-2.60177, -0.54102, 0.03193], [-1.30343, 0.99340, 1.25972], [-0.77791, 0.35931, 2.75339], [0.95751, 1.69115, 1.72821], [1.54888, 0.19236, 1.21580], [-0.04271, 1.97039, -0.47050], [1.57083, 1.59042, -0.80015], [2.23525, -1.10673, -2.37716], [0.72292, -1.04742, -3.27664], [1.65496, 0.55125, -2.87263]],
  "forces_ev_per_angstrom": [[1.041, -0.161, 0.362], [-1.080, -2.506, 0.951], [0.189, -0.324, 0.429], [-0.880, -2.451, -2.515], [-3.666, -1.556, 1.121], [0.393, -2.065, -3.127], [1.519, 0.492, -0.227], [0.060, -0.609, -0.692], [0.533, 0.653, 0.651], [-0.393, 1.558, -1.167], [-1.454, 1.354, -0.563], [0.659, 0.648, 0.308], [0.889, 2.921, 2.058], [0.910, -1.123, 0.859], [-0.313, 0.623, -0.081], [2.136, 0.415, -0.502], [-1.314, 1.157, 0.942], [1.174, 1.648, 1.150], [-0.405, -0.676, 0.042]],
  "lowdin_charge": [-0.25, -0.10, -0.22, -0.23, -0.40, -0.49, 0.86, 0.10, 0.08, 0.03, 0.08, 0.11, 0.06, 0.09, 0.06, 0.04, 0.06, 0.06, 0.03],
  "largest_force_ha_per_bohr": 0.080,
  "de_lowest_kcal_mol": 51.71,
  "lumo_energy_ha": 0.036,
  "spin_multiplicity": 1
}